(1)
Entry from OMol25: C11H26AsN5O2PPdS4 as an isolated structure (the ωB97M-V functional and the def2-TZVPD basis).

Net charge = -1
HOMO-LUMO gap = 6.5 eV
Energy above the lowest of the compared OMol25 structures with the same formula, charge and spin = 7.5 kJ/mol
E_LUMO = 2.428 eV
Calculated total energy = -140327.65562 eV

Each line ends with the Löwdin charge.
Atoms and positions in Å:
Pd  0.11  0.05  0.09  0.166
S  1.98  3.10  1.41  -0.193
As  2.72  1.61  0.11  -0.540
S  2.15  -0.39  1.00  0.015
S  1.27  1.21  -1.56  -0.013
S  4.70  1.66  -0.54  -0.189
C  -1.00  1.01  4.99  -0.189
N  -2.00  1.42  4.01  -0.151
C  -3.15  0.53  4.10  -0.204
N  -2.83  -0.89  3.95  -0.155
C  -1.79  -1.23  4.93  -0.206
N  -0.60  -0.40  4.87  -0.152
C  0.15  -0.62  3.63  -0.339
P  -0.85  -0.24  2.13  0.874
C  -1.44  1.43  2.65  -0.298
C  -2.38  -1.19  2.58  -0.304
H  -1.43  1.15  5.99  0.121
H  -0.12  1.64  4.88  0.132
H  -3.88  0.81  3.34  0.124
H  -3.60  0.66  5.09  0.120
H  -1.51  -2.28  4.79  0.123
H  -2.23  -1.12  5.92  0.120
H  0.51  -1.65  3.59  0.086
H  1.03  0.02  3.60  0.059
H  -2.20  1.78  1.94  0.094
H  -0.59  2.11  2.59  0.043
H  -2.20  -2.26  2.50  0.077
H  -3.17  -0.94  1.88  0.093
O  -1.84  0.20  -1.02  -0.167
H  -1.54  0.81  -1.71  0.024
H  -1.71  -0.71  -1.38  0.018
C  0.21  -1.70  -3.68  -0.063
N  0.80  -2.44  -2.58  -0.132
C  2.23  -2.19  -2.38  -0.080
C  -0.03  -2.82  -1.56  -0.522
O  -1.21  -2.43  -1.49  -0.021
N  0.49  -3.67  -0.63  -0.141
C  -0.25  -3.86  0.60  -0.060
C  1.48  -4.68  -0.93  -0.060
H  0.81  -1.86  -4.57  0.088
H  0.20  -0.62  -3.47  0.044
H  -0.81  -2.04  -3.85  0.087
H  2.43  -1.14  -2.58  0.045
H  2.82  -2.81  -3.05  0.085
H  2.51  -2.37  -1.35  0.054
H  -0.76  -2.94  0.85  0.041
H  0.45  -4.11  1.39  0.092
H  -1.00  -4.67  0.51  0.093
H  1.78  -4.63  -1.97  0.079
H  1.06  -5.67  -0.73  0.087
H  2.37  -4.55  -0.30  0.093

---

(2)
Entry from OMol25: C11H26AuN4O6S as an isolated structure in a non-equilibrium geometry (the ωB97M-V functional and the def2-TZVPD basis).

Net charge = +1
HOMO-LUMO gap (alpha / beta) = 6.1 / 5.5 eV
Energy above the lowest of the compared OMol25 structures with the same formula, charge and spin = 338.6 kJ/mol
E_LUMO (alpha / beta) = -5.603 / -6.138 eV
Expectation value of S² = 2.160
Calculated total energy = -44583.06392 eV
2S+1 = 3

Each line ends with the Löwdin spin population.
Atoms and positions in Å:
O  -1.37  -4.12  0.06  0.000
H  -1.73  -4.75  -0.59  0.000
Au  -0.33  -0.94  -0.14  0.289
N  1.73  -0.13  0.37  0.248
N  -0.12  -1.16  1.93  0.223
N  -0.16  0.63  -1.72  0.221
N  -2.11  -1.16  -1.19  0.001
O  2.53  0.56  -0.35  0.316
O  0.78  1.55  -1.90  0.085
O  -3.01  -1.92  -0.82  -0.034
O  -1.11  -1.32  2.67  0.430
C  1.14  -0.93  2.46  0.086
C  2.12  -0.32  1.63  -0.034
C  -1.22  0.74  -2.48  -0.020
C  -2.28  -0.20  -2.18  0.104
C  3.43  0.23  2.07  -0.011
H  3.44  1.32  2.01  -0.003
H  4.25  -0.13  1.43  -0.003
H  3.68  -0.08  3.09  0.000
C  1.33  -1.19  3.91  0.014
H  0.92  -2.18  4.18  0.002
H  0.83  -0.43  4.54  0.004
H  2.39  -1.20  4.18  0.001
C  -1.19  1.83  -3.52  -0.003
C  -3.57  -0.10  -2.92  0.020
H  -0.30  1.68  -4.18  -0.002
H  -1.14  2.84  -3.03  -0.002
H  -2.11  1.73  -4.10  0.000
H  -4.23  -0.87  -2.52  0.001
H  -3.50  -0.29  -4.00  0.004
H  -4.13  0.85  -2.85  0.006
H  1.60  1.19  -1.33  0.002
H  -1.80  -3.22  -0.08  0.000
C  0.75  -2.50  -0.75  0.004
H  1.66  -2.53  -0.07  -0.001
H  1.03  -2.24  -1.81  0.002
H  0.42  -3.72  -0.82  0.001
O  4.13  0.14  -2.53  0.007
H  3.58  -0.11  -3.26  0.000
H  3.51  0.35  -1.79  0.001
C  -2.01  1.78  2.57  0.007
S  -1.40  1.78  0.88  0.028
C  -0.17  3.09  1.04  0.002
H  -1.94  0.77  2.97  0.001
H  -3.06  2.10  2.52  0.001
H  -1.44  2.49  3.18  0.000
H  -0.36  3.65  1.97  0.000
H  0.84  2.67  1.05  0.001
H  -0.29  3.75  0.17  0.000

---

(3)
Entry from OMol25: a 2-piece molecular cluster, C11H26BN4O5 overall in a non-equilibrium geometry (the ωB97M-V functional and the def2-TZVPD basis).

Net charge = +1
HOMO-LUMO gap = 7.0 eV
Energy above the lowest of the compared OMol25 structures with the same formula, charge and spin = 183.8 kJ/mol
E_LUMO = -4.335 eV
Calculated total energy = -28697.54540 eV

Each line ends with the Löwdin charge.
Atoms and positions in Å:
N  3.50  -4.40  -0.38  0.154
C  3.57  -3.01  -0.63  -0.482
O  4.13  -2.57  -1.62  0.086
C  2.94  -2.04  0.37  -0.084
C  1.98  -1.10  -0.36  -0.130
C  0.49  -1.47  -0.21  -0.276
C  -0.30  -0.30  -0.81  -0.099
N  -1.80  -0.49  -0.65  0.086
C  -1.95  -1.87  -0.51  -0.374
N  -2.59  -2.30  0.52  0.333
N  -1.34  -2.74  -1.40  0.126
C  0.14  -2.75  -0.97  -0.106
B  0.30  -4.11  -0.14  -0.654
O  0.50  -4.06  1.21  0.186
O  0.22  -5.33  -0.78  0.164
H  3.16  -4.56  0.56  0.083
H  2.85  -4.86  -1.01  0.093
H  2.46  -2.54  1.20  0.103
H  3.73  -1.43  0.80  0.129
H  2.08  -0.11  0.09  0.122
H  2.24  -1.00  -1.41  0.127
H  0.30  -1.57  0.86  0.150
H  0.03  0.66  -0.43  0.116
H  -0.09  -0.31  -1.88  0.135
H  -2.20  -0.29  -1.57  0.146
H  -2.78  -3.27  0.71  0.162
H  -2.88  -1.62  1.21  0.164
H  -1.40  -2.32  -2.32  0.144
H  0.73  -2.85  -1.88  0.164
H  0.23  -4.90  1.59  0.127
H  -0.70  -5.60  -0.90  0.111
C  -2.13  3.15  1.32  -0.112
O  -0.77  3.50  1.47  -0.189
C  -0.11  3.76  0.24  -0.218
C  0.02  5.24  -0.03  -0.206
O  -1.24  5.85  -0.23  -0.188
C  -1.72  6.55  0.91  -0.101
H  -2.60  3.20  2.31  0.092
H  -2.66  3.82  0.65  0.088
H  -2.22  2.12  0.95  0.066
H  -0.63  3.27  -0.59  0.118
H  0.89  3.33  0.32  0.121
H  0.60  5.37  -0.95  0.129
H  0.57  5.73  0.78  0.131
H  -1.18  7.50  1.02  0.092
H  -1.62  5.96  1.82  0.084
H  -2.77  6.77  0.74  0.091